Run 1
{
  "formula": "H42O21",
  "method": "ωB97M-V/def2-TZVPD",
  "species": ["O", "H", "H", "O", "H", "H", "O", "H", "H", "O", "H", "H", "O", "H", "H", "O", "H", "H", "O", "H", "H", "O", "H", "H", "O", "H", "H", "O", "H", "H", "O", "H", "H", "O", "H", "H", "O", "H", "H", "O", "H", "H", "O", "H", "H", "O", "H", "H", "O", "H", "H", "O", "H", "H", "O", "H", "H", "O", "H", "H", "O", "H", "H"],
  "xyz": [[2.8464, -3.2523, 0.8033], [3.5854, -2.6678, 0.8559], [2.9986, -3.6740, -0.1149], [-1.6673, 0.4308, -3.4247], [-2.3885, 0.5456, -2.7856], [-2.0114, 0.3248, -4.2980], [-2.0873, -2.2735, 2.0843], [-1.7070, -3.0420, 1.6593], [-1.6705, -1.9844, 2.9076], [-2.7302, 0.2947, 1.6673], [-2.6665, -0.6965, 1.6266], [-3.4627, 0.4526, 2.2664], [-2.6477, 1.2216, -1.1054], [-2.8987, 0.8345, -0.2650], [-2.7020, 2.1503, -1.0495], [3.4904, 1.6590, -4.1512], [4.2959, 2.1025, -3.9370], [3.5527, 1.5808, -5.1299], [0.0716, -3.2880, -1.9537], [0.6636, -3.8219, -2.4805], [-0.0190, -2.4798, -2.4937], [3.0902, -3.9047, -2.1497], [3.2173, -2.9871, -2.5543], [3.9305, -4.3701, -2.3780], [-0.4298, 5.2753, 0.3704], [0.4079, 5.5119, 0.6845], [-0.3249, 4.3532, 0.1292], [1.6551, -4.8676, 2.3738], [2.3324, -4.2842, 1.9533], [2.1282, -5.6400, 2.7196], [-1.7062, -0.5308, 4.5306], [-1.5109, 0.1394, 3.8324], [-0.9213, -0.5471, 5.0437], [-3.4240, 4.3398, -0.6005], [-3.5727, 5.0592, -1.2355], [-3.7133, 4.7417, 0.1935], [0.7127, -0.3189, -1.9476], [-0.1626, -0.1250, -2.3196], [0.4916, -0.3469, -1.0041], [-4.5557, 3.4821, 2.0535], [-3.8639, 4.0584, 2.4882], [-4.0797, 2.6349, 1.9592], [-2.6354, 6.3012, 1.4165], [-1.7120, 6.0679, 1.1599], [-2.4499, 6.9918, 2.0017], [4.9862, -1.9819, -0.4593], [4.3261, -1.8299, -1.1448], [5.1654, -1.0963, -0.1498], [-0.1885, 2.5720, 0.1515], [0.3219, 2.3250, 0.9665], [0.1805, 2.0959, -0.5997], [0.4869, -1.2215, 0.7001], [1.3314, -1.6743, 0.6468], [-0.0544, -1.9757, 0.9069], [-0.4969, -4.0491, 0.7502], [0.1481, -4.6593, 1.1479], [-0.2253, -4.0214, -0.1850], [-0.1677, 1.0948, 2.5832], [-1.0145, 1.2037, 2.1618], [0.1235, 0.3830, 1.9957], [3.3232, -1.0126, -2.6521], [2.3550, -0.8569, -2.6759], [3.6496, -0.7472, -3.5465]],
  "orbital_gap_ev": 10.56,
  "spin_multiplicity": 1,
  "charge": 0,
  "homo_ev": -10.6
}


Run 2
{
  "formula": "H42O21",
  "method": "ωB97M-V/def2-TZVPD",
  "species": ["O", "H", "H", "O", "H", "H", "O", "H", "H", "O", "H", "H", "O", "H", "H", "O", "H", "H", "O", "H", "H", "O", "H", "H", "O", "H", "H", "O", "H", "H", "O", "H", "H", "O", "H", "H", "O", "H", "H", "O", "H", "H", "O", "H", "H", "O", "H", "H", "O", "H", "H", "O", "H", "H", "O", "H", "H", "O", "H", "H", "O", "H", "H"],
  "xyz": [[-2.1800, -0.0582, -4.5903], [-1.8860, 0.8300, -4.3721], [-1.6895, -0.5113, -3.9090], [0.3469, 3.2501, -2.9865], [-0.1158, 4.1138, -3.1555], [1.3209, 3.3424, -3.0184], [3.8989, -0.9724, 0.2999], [4.2277, -0.1174, -0.1027], [3.2408, -1.2015, -0.3768], [-1.1538, 1.1052, -2.7573], [-1.3208, 0.5858, -1.9655], [-0.8432, 2.0184, -2.5504], [-0.6605, 0.0522, 4.3947], [-1.5873, 0.1587, 4.6133], [-0.5321, 0.0796, 3.4382], [-3.0157, -0.8789, 2.8153], [-2.1509, -1.2815, 2.6517], [-2.9617, 0.0795, 2.8305], [2.8055, 4.0786, 1.7847], [2.5749, 3.3716, 2.3875], [3.1704, 3.8147, 0.9382], [-1.9068, -3.3588, 1.2177], [-2.5929, -2.7192, 0.9673], [-2.1008, -4.2448, 1.5179], [-2.6287, 2.7555, 3.0519], [-2.6634, 3.6963, 2.8942], [-2.0796, 2.5409, 3.8071], [-2.6776, 1.7752, 0.2009], [-2.8416, 2.6780, 0.5095], [-1.8529, 1.8175, -0.2950], [0.3517, 2.8300, 0.3834], [0.9681, 3.3159, 0.9318], [-0.5582, 2.8276, 0.7020], [3.8477, 0.7886, -1.4021], [2.8913, 0.6747, -1.5079], [3.9504, 1.5843, -1.9458], [0.4017, 0.3495, 1.7555], [1.0214, -0.0174, 1.0769], [1.0019, 0.9176, 2.2325], [0.6894, -2.2801, -4.3095], [0.0840, -2.9627, -3.9681], [1.4917, -2.8174, -4.1888], [1.3181, 0.1785, -2.5555], [0.4986, 0.6758, -2.7936], [1.3815, -0.4102, -3.3048], [-2.6426, -1.0899, -0.3146], [-3.5830, -0.9101, -0.4765], [-2.6284, -0.7537, 0.6198], [-1.7590, -2.8411, -2.5392], [-1.7154, -1.8935, -2.6590], [-2.2547, -3.1211, -1.7709], [2.6267, -1.9270, 3.2982], [3.2041, -2.7124, 3.3074], [2.0692, -2.3147, 2.6003], [1.0847, 1.7166, 3.9540], [1.6226, 2.2175, 4.5800], [0.8878, 0.8354, 4.4025], [1.0361, -4.2321, -1.5448], [0.2333, -4.1803, -2.0724], [1.3850, -5.1240, -1.6875], [0.3033, -1.7010, -0.0829], [0.2527, -2.6565, 0.0808], [0.3937, -1.7666, -1.0419]],
  "orbital_gap_ev": 9.78,
  "spin_multiplicity": 1,
  "charge": 0,
  "homo_ev": -10.0
}


Run 3
{
  "formula": "H42O21",
  "method": "ωB97M-V/def2-TZVPD",
  "species": ["O", "H", "H", "O", "H", "H", "O", "H", "H", "O", "H", "H", "O", "H", "H", "O", "H", "H", "O", "H", "H", "O", "H", "H", "O", "H", "H", "O", "H", "H", "O", "H", "H", "O", "H", "H", "O", "H", "H", "O", "H", "H", "O", "H", "H", "O", "H", "H", "O", "H", "H", "O", "H", "H", "O", "H", "H", "O", "H", "H", "O", "H", "H"],
  "xyz": [[-1.8041, 2.9211, 3.4927], [-0.9443, 2.8028, 3.0915], [-2.1941, 2.0687, 3.6898], [1.0072, 2.7366, -3.9092], [0.2416, 2.8048, -4.5049], [1.6311, 3.1097, -4.5474], [-1.1361, 1.2666, -1.6245], [-2.0845, 1.3350, -1.7438], [-0.9760, 2.0671, -2.1469], [-1.2578, 4.0204, -2.5583], [-1.6132, 4.5761, -1.8410], [-0.2937, 3.9052, -2.7660], [-1.1323, -0.2480, 3.4860], [-1.0408, -0.8240, 2.7183], [-1.4137, -0.7443, 4.2604], [0.6054, 1.6946, 4.6812], [1.5931, 1.7512, 4.6272], [0.4982, 0.7487, 4.4809], [-1.1706, 4.5995, -0.1603], [-1.6085, 4.3410, 0.6834], [-0.5660, 5.2779, 0.2343], [-1.4048, -3.5375, -1.5944], [-0.9795, -3.1410, -2.3398], [-1.4268, -3.3374, -0.6736], [-3.7749, -0.2555, 1.3742], [-2.9139, -0.1293, 1.7610], [-3.9005, -1.1231, 0.9862], [0.9050, 0.8914, 0.1177], [0.1840, 0.7672, -0.5400], [0.8251, 0.1771, 0.7537], [4.3684, -1.3433, 2.7345], [3.9303, -1.8484, 3.4290], [3.7009, -0.9530, 2.1474], [3.6630, -0.4376, -3.3647], [2.8582, 0.0920, -3.0014], [4.0094, -0.8347, -2.5684], [-3.9800, 1.4574, -0.9040], [-4.8334, 1.2069, -0.5204], [-4.1490, 1.9259, -1.7597], [-0.0223, -3.9961, 0.9304], [-0.7808, -4.6370, 1.1678], [-0.0682, -4.2545, 0.0184], [3.4530, 0.8122, 1.0144], [4.3549, 0.9900, 1.2664], [3.3020, 0.7362, 0.0690], [0.5335, -2.1625, -4.2078], [1.4319, -2.2814, -3.9065], [0.1377, -1.3538, -3.8710], [-0.0277, -1.4602, 1.3650], [-0.4929, -0.9372, 0.7123], [0.2842, -2.3519, 1.0796], [1.4834, 0.6935, -2.2329], [1.8070, 0.8825, -1.3291], [0.9615, 1.4785, -2.4204], [-2.2094, -1.5940, -0.3908], [-2.9787, -2.1336, -0.6763], [-2.6581, -0.6869, -0.2424], [1.6840, -1.8167, 3.7299], [1.0093, -1.4230, 3.1563], [1.0648, -1.7574, 4.5101], [1.0718, -4.1859, -1.6854], [1.8164, -4.5273, -1.1945], [1.4203, -3.8212, -2.5433]],
  "orbital_gap_ev": 10.33,
  "spin_multiplicity": 1,
  "charge": 0,
  "homo_ev": -10.5
}


Which structure wins on stability? run 1 wins.